No. 1
ORCA calculation (wB97M-V/def2-TZVPD) on a cluster of 2 separate species, C4H13N3 in total at a distorted geometry.

```
! RIJCOSX wB97M-V def2-TZVPD def2/J DEFGRID3
* xyz 0 1
N -0.2374 1.0255 0.5942
N 1.6957 0.3081 -1.1526
N -0.4149 -0.5326 -1.9674
C 0.4860 1.1269 1.8390
C 0.6466 -0.4430 -0.9915
C -1.8278 0.4707 0.5560
C 0.8062 -1.7414 -0.2355
H 0.9037 2.1264 1.9598
H 1.4669 -1.5814 0.6107
H 1.5572 1.0854 -1.7982
H -2.4142 0.5615 -0.3515
H -0.4072 0.1839 -2.6808
H -1.7886 -0.5288 0.9955
H 1.3432 0.4372 1.8934
H -0.6515 -1.4475 -2.3248
H -2.2642 1.1216 1.3104
H -0.1548 -2.1315 0.1024
H -0.1224 0.8936 2.7141
H 0.1675 1.5630 -0.1661
H 1.2101 -2.4976 -0.9071
*
```

total energy = -324.37646 Eh
relative energy (zero: lowest compared OMol25 entry of this formula, charge and spin) = 61.8 kcal/mol
orbital gap = 8.608 eV
F_max = 4.4 eV Å⁻¹
lowest unoccupied orbital energy = 0.97 eV

No. 2
ORCA calculation (wB97M-V/def2-TZVPD) on a structure of composition C43H31N9O2Ti at a distorted geometry.

```
! RIJCOSX wB97M-V def2-TZVPD def2/J DEFGRID3
* xyz 2 1
Ti 0.8220 0.1719 -0.2179
O 4.9286 -4.6737 -1.0943
O 2.7846 -5.3961 -1.4820
N 0.1501 1.5392 1.5715
N 1.6327 -1.4641 0.7705
N 2.4862 0.3837 -1.9716
N 0.6802 2.0317 -0.9413
N 0.2644 -1.0671 -2.0152
N 2.6784 0.9616 0.6655
N -0.9097 2.1136 3.5568
N -0.7217 -1.8578 2.1755
N -0.1223 2.9251 -0.2991
C 3.3933 -0.4363 -2.4947
C 2.9783 -1.3934 0.6393
C 3.7197 -4.7863 -0.9539
C 0.2416 -3.2685 -2.9717
C -5.9329 -0.7498 -0.4816
C -3.8096 0.2827 0.0031
C 4.8493 0.1552 1.2646
C 1.0432 -2.6908 0.8093
C -1.4449 -1.6918 -3.5696
C -5.8565 1.3354 0.7162
C -2.4730 3.9726 3.7420
C 3.1086 2.0152 -3.6317
C 4.1821 -0.1064 -3.5881
C -2.0191 4.5532 1.0443
C 4.4097 2.5032 1.2164
C -3.1350 5.0126 3.1212
C -1.1737 0.1524 -0.1205
C 0.8050 -2.2847 -2.1853
C -2.3880 0.2500 -0.0629
C -2.8271 -2.9676 2.4067
C 1.3938 2.4777 -1.9179
C -0.3591 -2.7817 1.2771
C -1.1930 -3.8266 0.8941
C -1.3544 3.4818 1.6504
C -4.4750 1.3348 0.6419
C -6.5879 0.2937 0.1602
C -1.5901 3.1961 3.0014
C 3.7381 -2.4831 0.2685
C -1.9233 -1.9667 2.7279
C 3.5395 -0.0515 0.8575
C 4.0430 1.1439 -4.1670
C -0.8304 -0.7746 -2.7415
C -4.5524 -0.7593 -0.5641
C -0.4293 2.6337 0.9278
C 2.3474 1.5979 -2.5459
C -0.9291 -2.9789 -3.6573
C -0.1108 1.3406 2.8302
C 5.2940 1.4553 1.4373
C 3.0942 -3.7012 0.0864
C 3.1109 2.2109 0.8494
C -2.4536 -3.9107 1.4633
C -2.9107 5.3074 1.7740
C 1.7671 -3.8206 0.4816
H -2.6375 3.7714 4.7936
H -7.6674 0.2977 0.2259
H 5.4979 -0.6874 1.4581
H -3.8361 5.6121 3.6858
H 2.9568 3.0053 -4.0402
H 4.8942 -0.8248 -3.9693
H -1.4141 -3.7370 -4.2574
H 0.3374 0.4854 3.3219
H 6.3118 1.6519 1.7459
H 1.3126 -4.8018 0.4735
H -2.1805 -1.2103 3.4631
H -3.4309 6.1323 1.3080
H -4.0372 -1.5732 -1.0585
H 2.3928 3.0094 0.7071
H 4.7930 -2.4031 0.0322
H -2.3189 -1.3982 -4.1336
H -6.4973 -1.5604 -0.9228
H -3.1254 -4.7142 1.1930
H -0.8707 -4.5603 0.1676
H -1.0374 1.9177 4.5389
H -3.9022 2.1480 1.0705
H 1.3193 3.5218 -2.2053
H -3.7943 -3.0080 2.8880
H 1.7394 -2.4930 -1.6834
H -1.8086 4.7684 0.0067
H 4.7181 3.5312 1.3402
H -6.3622 2.1543 1.2104
H 4.6547 1.4339 -5.0102
H -1.2268 0.2249 -2.6433
H 3.5210 -1.4027 -2.0251
H 0.7247 -4.2352 -3.0378
*
```

total energy = -3149.49485 Eh
relative energy (zero: lowest compared OMol25 entry of this formula, charge and spin) = 38.2 kcal/mol
orbital gap = 5.161 eV
F_max = 1.5 eV Å⁻¹
lowest unoccupied orbital energy = -7.40 eV

> Which value of F_max does entry 2 give?

1.5 eV Å⁻¹

Repeat the first record exactly.
ORCA calculation (wB97M-V/def2-TZVPD) on a cluster of 2 separate species, C4H13N3 in total at a distorted geometry.

```
! RIJCOSX wB97M-V def2-TZVPD def2/J DEFGRID3
* xyz 0 1
N -0.2374 1.0255 0.5942
N 1.6957 0.3081 -1.1526
N -0.4149 -0.5326 -1.9674
C 0.4860 1.1269 1.8390
C 0.6466 -0.4430 -0.9915
C -1.8278 0.4707 0.5560
C 0.8062 -1.7414 -0.2355
H 0.9037 2.1264 1.9598
H 1.4669 -1.5814 0.6107
H 1.5572 1.0854 -1.7982
H -2.4142 0.5615 -0.3515
H -0.4072 0.1839 -2.6808
H -1.7886 -0.5288 0.9955
H 1.3432 0.4372 1.8934
H -0.6515 -1.4475 -2.3248
H -2.2642 1.1216 1.3104
H -0.1548 -2.1315 0.1024
H -0.1224 0.8936 2.7141
H 0.1675 1.5630 -0.1661
H 1.2101 -2.4976 -0.9071
*
```

total energy = -324.37646 Eh
relative energy (zero: lowest compared OMol25 entry of this formula, charge and spin) = 61.8 kcal/mol
orbital gap = 8.608 eV
F_max = 4.4 eV Å⁻¹
lowest unoccupied orbital energy = 0.97 eV

> Look up the F_max of the second one.

1.5 eV Å⁻¹

> Look up the F_max of the second one.

1.5 eV Å⁻¹